# 1
{
  "formula": "C5H6O",
  "method": "ωB97M-V/def2-TZVPD",
  "mol_weight_g_mol": 82.1,
  "lumo_ev": 1.068,
  "energy_ev": -7326.4458,
  "charge": 0,
  "smiles": "C=C=COC=C",
  "species": ["C", "C", "C", "O", "C", "C", "H", "H", "H", "H", "H", "H"],
  "coordinates": [[-2.089706, 1.397707, -0.125875], [-0.796525, 1.305293, 0.035305], [0.502754, 1.212358, 0.153851], [1.222202, 0.255043, -0.556001], [1.357736, -0.924772, 0.146758], [0.829271, -2.067765, -0.267352], [-2.775612, 0.802063, 0.480218], [-2.510692, 2.069675, -0.874431], [1.100008, 1.857006, 0.801829], [1.923619, -0.815427, 1.074859], [0.993378, -2.973122, 0.315943], [0.243567, -2.118059, -1.185104]],
  "forces_ev_per_angstrom": [[0.22, -0.03, 0.07], [-0.02, 0.07, -0.08], [-0.15, 0.12, 0.20], [-0.15, -0.11, -0.22], [-0.14, -0.15, 0.20], [0.17, 0.10, 0.03], [0.18, 0.25, -0.11], [0.08, -0.22, 0.13], [-0.23, -0.12, -0.10], [-0.10, -0.15, -0.15], [-0.04, 0.25, -0.22], [0.18, 0.01, 0.25]],
  "lowdin_charge": [0.020, -0.058, -0.159, -0.095, -0.240, 0.039, 0.064, 0.064, 0.122, 0.117, 0.058, 0.069]
}



# 2
{
  "formula": "C14H25AsMnN3O13P2S",
  "method": "ωB97M-V/def2-TZVPD",
  "mol_weight_g_mol": 667.2,
  "lumo_ev": [-5.609, -4.753],
  "s2": 0.77,
  "energy_ev": -167583.9693,
  "charge": 1,
  "multiplicity": 2,
  "species": ["Mn", "O", "As", "O", "O", "C", "C", "C", "C", "C", "C", "S", "O", "O", "O", "H", "H", "H", "H", "H", "N", "C", "C", "P", "O", "O", "O", "P", "O", "O", "O", "H", "H", "H", "H", "H", "H", "H", "H", "C", "N", "C", "C", "C", "N", "C", "C", "O", "H", "H", "H", "H", "H", "H", "H", "H", "H", "H", "H", "H"],
  "coordinates": [[-0.871834, -1.073702, 0.246560], [0.982263, -1.596051, 4.197940], [1.001363, -2.125678, 2.541510], [2.439991, -1.881245, 1.846144], [-0.305508, -1.112390, 1.902823], [0.219208, -3.868769, 2.739240], [0.356535, -4.510440, 3.959899], [-0.163512, -5.789932, 4.134111], [-0.817602, -6.429554, 3.096533], [-0.963263, -5.793130, 1.868621], [-0.447503, -4.522135, 1.705218], [-0.663030, -3.722551, 0.156034], [0.485735, -2.762550, 0.095690], [-0.776508, -4.680142, -0.881491], [-1.823858, -2.767556, 0.294367], [1.711346, -0.977055, 4.347001], [0.866727, -4.016023, 4.774919], [-0.047221, -6.286031, 5.087823], [-1.212607, -7.426311, 3.234186], [-1.461330, -6.279977, 1.041099], [2.637489, -1.102474, -0.841203], [1.910396, 0.018565, -1.549225], [2.903997, 0.713343, -2.479412], [0.482200, -0.583348, -2.523962], [1.158668, -1.882834, -3.159074], [-0.020039, 0.422607, -3.455609], [-0.590024, -1.149112, -1.522381], [1.365868, 1.147546, -0.177133], [1.139078, 2.574945, -0.855277], [2.452336, 1.132907, 0.815331], [-0.045600, 0.689018, 0.163056], [3.322172, -1.532982, -1.462180], [2.022779, -1.847219, -0.484514], [3.095673, -0.718344, 0.004796], [3.294864, 0.012716, -3.220184], [3.734550, 1.124513, -1.902239], [2.402922, 1.518491, -3.010476], [0.694600, -2.260267, -3.918116], [1.854284, 3.185446, -0.633120], [-3.022967, 0.338605, 2.872638], [-2.732593, 1.409414, 1.917407], [-2.926459, 2.793416, 2.348222], [-2.227102, 3.730509, 1.387646], [-2.695292, 3.447796, -0.024345], [-2.543715, 2.026270, -0.323943], [-2.368568, 1.671254, -1.729053], [-2.546447, 1.114882, 0.633168], [-2.431526, -0.153910, 0.314969], [-3.242409, 0.803735, 3.829751], [-2.167892, -0.321471, 2.991714], [-3.889251, -0.239891, 2.553892], [-2.511061, 2.883755, 3.351165], [-3.996869, 3.015658, 2.405495], [-1.147528, 3.580911, 1.451469], [-2.443242, 4.763790, 1.654358], [-2.094948, 3.992999, -0.752183], [-3.739344, 3.741800, -0.165688], [-1.446457, 2.110300, -2.109219], [-3.217641, 2.054814, -2.295562], [-2.317195, 0.596867, -1.847404]],
  "forces_ev_per_angstrom": [[-0.05, 0.19, -0.01], [-0.02, -0.01, -0.08], [-0.12, 0.05, 0.16], [0.07, -0.01, -0.06], [-0.04, -0.17, -0.14], [0.08, 0.05, 0.08], [0.02, -0.01, 0.07], [0.02, 0.05, -0.01], [0.00, 0.04, -0.07], [-0.04, -0.10, 0.04], [-0.06, 0.00, -0.11], [-0.10, 0.07, -0.02], [0.14, 0.03, -0.03], [-0.01, -0.03, 0.03], [0.04, -0.08, -0.02], [0.01, 0.00, -0.01], [0.00, -0.01, -0.01], [0.01, 0.01, 0.01], [-0.01, -0.01, -0.01], [0.00, 0.00, 0.00], [0.01, -0.01, 0.02], [0.03, 0.01, 0.02], [-0.01, 0.02, 0.02], [0.02, -0.13, 0.00], [0.02, 0.03, 0.02], [0.02, 0.02, -0.07], [0.01, 0.05, -0.03], [0.01, 0.05, -0.08], [-0.04, -0.05, 0.03], [0.06, 0.00, 0.04], [0.00, 0.00, 0.06], [-0.01, 0.00, 0.00], [-0.02, -0.02, 0.01], [-0.01, 0.01, 0.00], [0.00, 0.00, 0.00], [0.00, 0.01, 0.00], [0.01, 0.00, 0.00], [-0.01, 0.00, -0.01], [0.03, -0.01, -0.03], [0.03, -0.03, 0.02], [-0.08, 0.01, -0.08], [-0.01, -0.01, 0.01], [0.03, 0.04, 0.01], [-0.01, 0.02, 0.00], [-0.13, -0.10, 0.05], [0.04, 0.06, -0.01], [0.09, 0.18, -0.21], [0.02, -0.23, 0.43], [0.00, 0.00, -0.01], [-0.01, 0.00, 0.00], [0.01, -0.01, 0.01], [0.00, 0.01, -0.01], [0.01, -0.01, 0.01], [0.00, 0.00, 0.00], [0.00, 0.00, 0.00], [0.01, 0.00, 0.01], [0.01, -0.01, 0.00], [-0.02, -0.02, 0.01], [0.01, 0.01, -0.01], [-0.04, 0.02, -0.01]],
  "lowdin_spin": [1.005, -0.002, 0.005, -0.002, 0.011, 0.004, 0.000, 0.000, 0.000, 0.000, 0.001, 0.001, -0.013, -0.001, 0.004, 0.000, 0.000, 0.000, 0.000, 0.000, 0.000, 0.001, 0.000, 0.002, 0.000, 0.003, 0.005, 0.001, -0.001, 0.002, -0.003, 0.000, 0.000, 0.000, 0.000, 0.000, 0.000, 0.000, 0.000, -0.001, -0.002, 0.000, 0.000, 0.000, -0.003, 0.000, 0.000, -0.015, 0.000, 0.000, 0.000, 0.000, 0.000, 0.000, 0.000, 0.000, 0.000, 0.000, 0.000, 0.000]
}



# 3
{
  "formula": "CHN2O3P",
  "method": "ωB97M-V/def2-TZVPD",
  "mol_weight_g_mol": 120.0,
  "lumo_ev": 7.774,
  "energy_ev": -19463.2282,
  "charge": -2,
  "smiles": "O=P([O-])([O-])C1N=N1",
  "species": ["O", "P", "O", "O", "C", "N", "N", "H"],
  "coordinates": [[0.376923, -1.925899, -2.280406], [1.045123, -1.290427, -1.058663], [2.159465, -0.291136, -1.516083], [1.301303, -2.248049, 0.102451], [-0.267187, -0.289768, -0.356504], [-0.982744, 0.723809, -1.300555], [-1.425537, -0.390129, -1.167472], [-0.357329, -0.249735, 0.736701]],
  "forces_ev_per_angstrom": [[-0.18, -0.12, 0.20], [2.20, 0.08, -1.76], [-0.73, -0.96, 1.10], [0.41, 0.15, 0.19], [0.42, 0.93, -0.08], [1.05, 0.33, 1.14], [-2.69, -0.84, -0.42], [-0.48, 0.44, -0.37]],
  "lowdin_charge": [-0.510, -0.008, -0.556, -0.524, -0.409, 0.025, -0.074, 0.056]
}



Repeat the third record exactly.
{
  "formula": "CHN2O3P",
  "method": "ωB97M-V/def2-TZVPD",
  "mol_weight_g_mol": 120.0,
  "lumo_ev": 7.774,
  "energy_ev": -19463.2282,
  "charge": -2,
  "smiles": "O=P([O-])([O-])C1N=N1",
  "species": ["O", "P", "O", "O", "C", "N", "N", "H"],
  "coordinates": [[0.376923, -1.925899, -2.280406], [1.045123, -1.290427, -1.058663], [2.159465, -0.291136, -1.516083], [1.301303, -2.248049, 0.102451], [-0.267187, -0.289768, -0.356504], [-0.982744, 0.723809, -1.300555], [-1.425537, -0.390129, -1.167472], [-0.357329, -0.249735, 0.736701]],
  "forces_ev_per_angstrom": [[-0.18, -0.12, 0.20], [2.20, 0.08, -1.76], [-0.73, -0.96, 1.10], [0.41, 0.15, 0.19], [0.42, 0.93, -0.08], [1.05, 0.33, 1.14], [-2.69, -0.84, -0.42], [-0.48, 0.44, -0.37]],
  "lowdin_charge": [-0.510, -0.008, -0.556, -0.524, -0.409, 0.025, -0.074, 0.056]
}